*a*
Here is 3 unconnected molecules or ions with the total composition C4H5N3 from OMol25. Energies are from ωB97M-V/def2-TZVPD.

SMILES string: C#CN.C#N.C#N
Gap between HOMO and LUMO (eV): 10.098
HOMO (Eh): -0.3470

ORCA input file:
```
! RIJCOSX wB97M-V def2-TZVPD def2/J DEFGRID3
* xyz 0 1
C 0.342 1.512 0.107
C 1.029 0.666 0.620
N 1.754 -0.165 1.445
H -0.175 2.323 -0.364
H 2.456 -0.692 0.929
H 2.209 0.461 2.107
C -0.446 -1.769 0.286
N -1.233 -1.902 -0.544
H 0.302 -1.630 1.057
C -2.101 0.380 -1.906
N -1.875 1.499 -1.744
H -2.262 -0.682 -1.992
*
```

*b*
Here is C4H5N3 in the gas phase from OMol25. Energies are from ωB97M-V/def2-TZVPD.

SMILES string: C=Nn1ccnc1
Gap between HOMO and LUMO (eV): 9.434
HOMO (Eh): -0.3330

ORCA input file:
```
! RIJCOSX wB97M-V def2-TZVPD def2/J DEFGRID3
* xyz 0 1
C 1.950 0.373 0.839
N 0.792 0.650 1.293
N -0.180 0.037 0.519
C -0.104 -0.578 -0.700
C -1.357 -0.573 -1.286
N -2.130 0.178 -0.485
C -1.422 0.583 0.466
H 2.069 -0.326 -0.064
H 2.952 0.497 1.438
H 0.836 -1.036 -1.166
H -1.749 -0.929 -2.224
H -1.657 1.123 1.369
*
```

Most stable structure: *b*

*a*
Here is 2 unconnected molecules or ions with the total composition C4H5N3 from OMol25. Energies are from ωB97M-V/def2-TZVPD.

Gap between HOMO and LUMO (eV): 10.340
HOMO (Eh): -0.4048

ORCA input file:
```
! RIJCOSX wB97M-V def2-TZVPD def2/J DEFGRID3
* xyz 0 1
C 1.330 -0.730 -0.008
N 0.150 0.014 -0.342
C -0.251 1.060 0.241
C -3.230 -1.231 -0.920
N -2.108 -1.018 -1.199
C 0.497 1.754 1.271
N 1.122 2.297 2.080
H 2.005 -0.204 0.673
H 1.815 -0.980 -0.953
H 0.991 -1.672 0.442
H -1.095 -0.748 -1.238
H -1.225 1.458 -0.046
*
```

*b*
Here is C4H5N3 in the gas phase from OMol25. Energies are from ωB97M-V/def2-TZVPD.

SMILES string: [H]/N=C/C/N=C\C#N
Gap between HOMO and LUMO (eV): 10.557
HOMO (Eh): -0.3808

ORCA input file:
```
! RIJCOSX wB97M-V def2-TZVPD def2/J DEFGRID3
* xyz 0 1
H 1.422 1.824 -1.140
N 0.688 1.302 -0.666
C 0.413 0.220 -1.260
C -0.611 -0.745 -0.679
N -1.405 -0.068 0.323
C -0.819 0.249 1.401
C 0.518 -0.199 1.777
N 1.554 -0.629 2.063
H 0.894 -0.116 -2.186
H -1.267 -1.118 -1.473
H -0.058 -1.610 -0.277
H -1.329 0.891 2.117
*
```

Most stable structure: *b*

*a*
Here is a gas-phase ion, C3H6BrN2S (charge +1) from OMol25. Energies are from ωB97M-V/def2-TZVPD.

Gap between HOMO and LUMO (spin up / spin down) (eV): 7.781 / 7.780
HOMO (spin up / spin down) (Eh): -0.4738 / -0.4738

ORCA input file:
```
! RIJCOSX wB97M-V def2-TZVPD def2/J DEFGRID3
* xyz 1 1
C 0.825 1.498 -0.344
C -0.513 1.689 -0.155
C -1.186 -0.944 -0.228
N 1.398 0.432 0.291
N -1.037 -2.111 0.246
S -1.470 0.459 0.708
Br 3.289 0.166 0.108
H 1.442 2.128 -0.862
H -1.087 2.427 -0.685
H -0.771 -0.813 -1.215
H -1.510 -2.432 1.027
H 1.114 0.442 1.327
H -0.494 -2.941 -0.217
*
```

*b*
Here is a gas-phase ion, C3H6BrN2S (charge +1) from OMol25. Energies are from ωB97M-V/def2-TZVPD.

Gap between HOMO and LUMO (spin up / spin down) (eV): 7.146 / 7.150
HOMO (spin up / spin down) (Eh): -0.4537 / -0.4472

ORCA input file:
```
! RIJCOSX wB97M-V def2-TZVPD def2/J DEFGRID3
* xyz 1 1
C 0.584 -0.802 0.064
C 0.181 1.701 -0.309
C -2.039 -0.118 0.756
N 0.850 0.559 -0.250
N 1.596 -1.679 -0.181
S -1.073 -1.445 0.263
Br -3.767 0.415 0.030
H 0.465 2.482 -0.868
H -0.836 1.627 0.111
H -1.747 0.615 1.360
H 1.696 0.548 -0.800
H 2.565 -1.266 -0.036
H 1.524 -2.637 -0.138
*
```

Most stable structure: *a*

*a*
Here is a gas-phase ion, C3H5O2S2 (charge -1) from OMol25. Energies are from ωB97M-V/def2-TZVPD.

SMILES string: CC(O)(O)C(=S)[S-]
Gap between HOMO and LUMO (eV): 7.185
HOMO (Eh): -0.1294

ORCA input file:
```
! RIJCOSX wB97M-V def2-TZVPD def2/J DEFGRID3
* xyz -1 1
C -1.169 -0.285 0.806
C -0.112 0.045 -0.264
O -0.238 -1.024 -1.126
O -0.430 1.211 -1.011
C 1.348 0.048 0.221
S 2.030 1.560 0.334
S 1.959 -1.386 0.647
H -0.775 -1.221 1.464
H -2.096 -0.502 0.297
H -1.285 0.535 1.618
H 0.301 -0.784 -1.876
H 0.466 1.803 -1.110
*
```

*b*
Here is a gas-phase ion, C3H5O2S2 (charge -1) from OMol25. Energies are from ωB97M-V/def2-TZVPD.

SMILES string: O=C([O-])CCSS
Gap between HOMO and LUMO (eV): 7.201
HOMO (Eh): -0.1552

ORCA input file:
```
! RIJCOSX wB97M-V def2-TZVPD def2/J DEFGRID3
* xyz -1 1
O -1.367 -1.699 1.739
C -1.048 -0.526 1.461
O -0.833 0.443 2.221
C -0.927 -0.172 -0.049
C 0.148 0.879 -0.284
S 1.043 0.839 -1.871
S 2.233 -0.852 -1.798
H -0.687 -1.056 -0.642
H -1.898 0.172 -0.409
H -0.259 1.890 -0.321
H 0.902 0.865 0.501
H 2.693 -0.782 -0.548
*
```

Most stable structure: *b*

*a*
Here is HN3O in the gas phase from OMol25. Energies are from ωB97M-V/def2-TZVPD.

Gap between HOMO and LUMO (eV): 7.587
HOMO (Eh): -0.3135

ORCA input file:
```
! RIJCOSX wB97M-V def2-TZVPD def2/J DEFGRID3
* xyz 0 1
N 0.601 -0.577 -0.084
N 1.160 -1.565 0.062
N -0.264 0.341 -0.054
O -0.585 1.407 -0.775
H -0.912 0.394 0.851
*
```

*b*
Here is 2 unconnected molecules or ions with the total composition HN3O from OMol25. Energies are from ωB97M-V/def2-TZVPD.

SMILES string: N#N.N=O
Gap between HOMO and LUMO (eV): 9.042
HOMO (Eh): -0.3515

ORCA input file:
```
! RIJCOSX wB97M-V def2-TZVPD def2/J DEFGRID3
* xyz 0 1
N -1.951 0.177 0.346
N -2.769 -0.387 -0.118
N 1.684 0.444 -0.041
O 2.385 -0.545 0.159
H 0.650 0.311 -0.346
*
```

Most stable structure: *b*

*a*
Here is C6H15NO2 in the gas phase from OMol25. Energies are from ωB97M-V/def2-TZVPD.

SMILES string: CC[C@@H](C)[C@@H](O)N(C)O
Gap between HOMO and LUMO (eV): 9.725
HOMO (Eh): -0.3249

ORCA input file:
```
! RIJCOSX wB97M-V def2-TZVPD def2/J DEFGRID3
* xyz 0 1
C -1.912 0.623 -1.590
C -0.423 0.917 -1.471
C 0.553 -0.226 -0.881
C 1.995 -0.147 -1.374
C 0.571 0.075 0.754
O 0.147 1.333 1.005
N -0.224 -0.984 1.408
C 0.175 -1.183 2.794
O -1.593 -0.598 1.394
H -2.122 -0.116 -2.361
H -2.451 1.539 -1.833
H -2.293 0.228 -0.651
H 0.014 0.219 -2.308
H 0.001 1.890 -1.717
H 0.115 -1.223 -0.952
H 2.404 0.844 -1.177
H 2.061 -0.326 -2.446
H 2.604 -0.894 -0.868
H 1.615 -0.072 1.055
H -0.441 1.556 -0.005
H 0.132 -0.256 3.383
H 1.191 -1.576 2.806
H -0.494 -1.918 3.237
H -1.625 0.292 1.798
*
```

*b*
Here is 3 unconnected molecules or ions with the total composition C6H15NO2 from OMol25. Energies are from ωB97M-V/def2-TZVPD.

SMILES string: CC#N.CCO.CCO
Gap between HOMO and LUMO (eV): 10.634
HOMO (Eh): -0.3779

ORCA input file:
```
! RIJCOSX wB97M-V def2-TZVPD def2/J DEFGRID3
* xyz 0 1
C -1.394 0.765 0.349
C -2.840 1.163 0.005
N -3.862 1.407 -0.310
H -1.367 0.003 1.160
H -0.871 0.227 -0.441
H -0.906 1.726 0.720
C 0.544 -0.391 3.202
C -0.023 -1.786 3.612
O -1.133 -1.935 2.796
H -0.240 0.401 3.387
H 0.781 -0.256 2.248
H 1.455 -0.166 3.910
H -0.423 -1.857 4.614
H 0.801 -2.531 3.288
H -0.713 -2.373 1.883
C 0.331 0.854 -2.859
C 1.735 0.553 -3.395
O 1.573 -0.091 -4.596
H 0.504 1.510 -2.020
H -0.311 -0.290 -2.796
H -0.342 1.388 -3.551
H 2.298 -0.027 -2.661
H 2.040 1.662 -3.586
H 2.366 0.045 -4.959
*
```

*c*
Here is 2 unconnected molecules or ions with the total composition C6H15NO2 from OMol25. Energies are from ωB97M-V/def2-TZVPD.

SMILES string: CC[C@H](C)NC(C)=O.O
Gap between HOMO and LUMO (eV): 10.033
HOMO (Eh): -0.3474

ORCA input file:
```
! RIJCOSX wB97M-V def2-TZVPD def2/J DEFGRID3
* xyz 0 1
C -1.971 -0.041 -2.262
C -1.103 -0.609 -1.129
C -0.068 0.410 -0.652
C 1.292 0.291 -1.339
N 0.124 0.321 0.796
C -0.744 0.911 1.665
C -0.529 0.576 3.121
O -1.661 1.619 1.280
H -1.402 0.004 -3.189
H -2.373 0.944 -2.018
H -2.854 -0.659 -2.428
H -1.758 -0.885 -0.307
H -0.642 -1.523 -1.504
H -0.467 1.413 -0.814
H 1.445 0.995 -2.145
H 1.374 -0.699 -1.783
H 2.078 0.426 -0.610
H 0.977 -0.076 1.150
H 0.440 0.114 3.296
H -0.657 1.479 3.705
H -1.286 -0.158 3.391
O 3.154 -1.613 0.938
H 3.322 -0.823 0.417
H 3.307 -2.416 0.421
*
```

Most stable structure: *c*